Record 1
Density functional theory data (ωB97M-V/def2-TZVPD) for a cluster of 8 separate species, C12H43N3O8 in total in a non-equilibrium geometry.

Geometry as XYZ:
```
66
Properties=species:S:1:pos:R:3:forces:R:3:nbo_charge:R:1
C 6.48427 0.13449 -5.14692 -2.3 -0.3 1.3 -0.61
C 5.03557 0.50527 -5.54463 -0.2 1.8 -2.0 -0.06
C 3.96990 0.70723 -4.49334 0.5 -1.2 1.0 -0.08
O 3.48313 -0.57457 -4.03620 0.9 1.7 1.3 -0.53
C 2.90693 -0.35029 -2.74255 -0.9 -1.4 -0.5 -0.26
N 5.18737 1.86551 -6.12697 -0.2 0.9 -0.7 -0.86
H 6.75142 0.82628 -4.34807 0.5 0.3 -0.4 0.21
H 7.10541 0.19443 -6.04061 0.1 -0.3 0.4 0.22
H 6.38747 -0.82453 -4.63799 0.7 -0.5 -0.5 0.21
H 4.66076 -0.16853 -6.31509 0.0 -0.4 0.1 0.18
H 3.09437 1.33901 -4.64301 -0.2 0.0 -1.4 0.17
H 4.45906 1.33038 -3.74467 0.3 -0.5 1.0 0.17
H 2.62465 -1.33535 -2.37095 0.1 0.0 0.1 0.19
H 1.96372 0.18543 -2.84956 -0.1 0.4 0.0 0.17
H 3.52044 0.13920 -1.98618 0.4 0.1 -0.4 0.17
H 4.34447 2.42089 -6.16099 -0.5 -0.2 0.7 0.35
H 5.37593 1.89173 -7.11886 0.8 -0.7 -0.2 0.36
C -6.43226 -2.26951 3.53952 -0.8 -0.5 0.1 -0.62
C -6.73838 -1.64920 2.18230 0.4 -0.9 -0.6 -0.07
C -8.24118 -1.59313 1.82740 0.2 0.0 -0.1 -0.06
O -8.39106 -0.73200 0.71605 -1.1 0.3 -0.4 -0.54
C -9.77285 -0.60973 0.26977 1.1 -0.8 0.6 -0.25
N -6.14757 -0.35176 2.05546 -0.1 1.6 0.0 -0.83
H -5.38622 -2.49687 3.74497 0.2 0.5 -0.3 0.22
H -6.92349 -3.23190 3.68300 -0.3 -0.1 0.0 0.21
H -6.81940 -1.58387 4.29326 0.1 0.0 0.3 0.20
H -6.25212 -2.19820 1.37592 -0.2 -0.6 0.0 0.19
H -8.89942 -1.33590 2.65725 0.2 0.9 0.5 0.16
H -8.65330 -2.57944 1.61419 0.4 -0.5 -0.5 0.17
H -10.25320 -1.55277 0.53061 -0.4 0.0 -0.1 0.17
H -9.80868 -0.48717 -0.81273 0.3 0.1 0.1 0.19
H -10.29077 0.21924 0.75212 0.1 0.0 0.1 0.18
H -6.68763 0.27169 2.63833 0.0 0.5 0.0 0.34
H -5.20412 -0.30054 2.41237 0.1 -0.4 0.1 0.36
C 7.03555 0.20559 0.69498 0.2 -0.9 0.5 -0.63
C 6.99677 0.38657 2.23641 0.2 0.4 0.6 -0.06
C 5.59259 0.16152 2.84536 0.6 -1.2 0.1 -0.05
O 4.68977 1.21527 2.69953 -0.6 0.4 -0.8 -0.54
C 3.34659 0.76455 2.56292 -0.1 0.4 -0.2 -0.25
N 7.92729 -0.56563 2.94580 -0.7 0.3 -0.5 -0.85
H 6.94317 1.09028 0.06498 -0.6 0.1 0.4 0.22
H 6.30601 -0.57668 0.48540 -0.4 0.3 -0.5 0.21
H 7.93680 -0.26732 0.30483 0.5 0.1 0.6 0.22
H 7.15305 1.42680 2.52206 0.7 0.3 -0.3 0.17
H 5.70157 -0.03065 3.91273 0.2 -0.2 0.3 0.16
H 5.20203 -0.75185 2.39667 -0.2 -0.2 0.0 0.16
H 2.89280 0.47824 3.51171 0.2 -0.3 0.2 0.16
H 3.26238 -0.05230 1.84614 0.1 -0.2 0.1 0.17
H 2.71392 1.56091 2.17096 0.3 0.3 0.0 0.19
H 7.94286 -0.39987 3.94198 -0.4 0.1 0.2 0.35
H 8.90295 -0.49384 2.69474 -0.1 0.3 -0.7 0.36
O -3.54883 4.26753 1.83729 0.0 0.2 0.2 -0.94
H -3.25562 3.38202 2.05206 0.2 -0.3 0.0 0.47
H -4.12313 4.15314 1.08011 -0.1 0.0 -0.2 0.47
O -1.35508 -0.29128 0.59950 0.3 -0.1 0.0 -0.94
H -2.18455 -0.40809 0.13629 -0.2 0.0 -0.2 0.47
H -1.60267 0.08605 1.44363 -0.1 0.1 0.3 0.47
O -3.33036 -2.80627 -3.13282 -0.1 -0.2 -0.1 -0.94
H -2.43928 -2.94412 -2.81156 0.2 -0.1 0.0 0.47
H -3.61476 -1.99541 -2.71108 -0.2 0.3 0.1 0.48
O -2.30175 1.45677 4.05980 -0.1 -0.1 -0.3 -0.95
H -1.49441 1.30371 4.55072 0.2 -0.1 0.1 0.48
H -2.71611 2.19656 4.50394 -0.2 0.2 0.1 0.48
O -4.67823 0.35546 -1.60992 0.4 -0.2 -0.1 -0.96
H -5.12077 0.98826 -2.17557 -0.1 0.1 -0.2 0.47
H -5.23409 0.29840 -0.83275 -0.3 -0.1 0.4 0.49
```
Forces are in eV/Å.

Calculated values
HOMO level: -9.2 eV
frontier orbital gap: 9.3 eV
energy: -33988.3851 eV
structure (SMILES): COC[C@H](C)N.COC[C@H](C)N.COC[C@H](C)N.O.O.O.O.O

=====

Record 2
Density functional theory data (ωB97M-V/def2-TZVPD) for a cluster of 2 separate species, C2H6O3S2 in total in a non-equilibrium geometry.

Geometry as XYZ:
```
13
Properties=species:S:1:pos:R:3:forces:R:3:nbo_charge:R:1
C -1.69371 -1.89966 0.36819 -0.9 -1.1 0.1 -0.72
C 1.03458 2.35026 -0.90722 0.1 -0.5 0.7 -0.83
O -1.12380 -4.33849 0.83967 0.0 -0.6 0.1 -0.92
O -0.53053 1.37305 0.95154 -0.9 -0.2 0.2 -0.94
O 1.34937 -0.03785 0.09488 -0.8 0.6 -0.2 -0.91
S -2.23438 -3.41957 0.58402 0.9 1.7 -0.2 1.16
S 0.88850 1.45924 0.71090 1.3 0.0 -1.3 1.48
H 2.22422 -0.29114 0.38882 0.4 0.0 0.4 0.50
H -2.42316 -1.13401 0.18911 -0.3 0.2 -0.1 0.23
H -0.65804 -1.61572 0.40456 0.3 -0.1 0.1 0.25
H 0.19764 2.04841 -1.52672 -0.1 -0.1 0.0 0.24
H 0.99527 3.41571 -0.71620 -0.1 0.2 0.1 0.23
H 1.97404 2.08978 -1.38155 0.1 0.0 0.0 0.23
```
Forces are in eV/Å.

Calculated values
HOMO level: -9.4 eV
frontier orbital gap: 9.6 eV
energy: -29981.8774 eV

=====

Record 3
Density functional theory data (ωB97M-V/def2-TZVPD) for a structure of composition C48H53AsN4OPRh in a non-equilibrium geometry.

Geometry as XYZ:
```
109
Properties=species:S:1:pos:R:3:forces:R:3:lowdin_spin:R:1
Rh 12.58792 10.63403 9.62980 0.8 1.2 -0.2 1.58
C 16.02652 10.89022 13.10433 0.1 -1.6 0.3 0.00
C 15.28830 9.74203 12.37504 -0.8 0.5 1.4 0.00
C 16.10198 9.12791 11.29040 -0.3 0.5 -0.1 0.00
C 16.98208 8.11336 11.56951 1.1 -0.9 0.2 0.00
C 17.73957 7.55880 10.53095 0.5 -0.9 0.2 0.00
C 17.62644 8.00567 9.21012 0.0 -0.1 0.9 0.00
C 16.79357 9.08574 8.92434 -0.7 0.0 0.3 0.00
C 16.67638 9.54846 7.48934 1.2 1.0 0.4 0.00
C 18.00777 10.32285 7.09258 -0.9 0.8 -0.4 0.00
C 16.03203 9.64269 9.99068 -0.2 -0.3 -0.6 0.00
N 15.01870 10.62690 9.69680 -0.2 -0.5 0.0 0.01
C 15.43169 11.75145 9.22602 -2.3 1.7 -0.1 0.00
C 14.45934 12.73627 8.67632 4.9 1.0 0.2 0.01
C 14.72226 13.98434 7.92516 1.1 -2.4 1.5 0.04
C 13.53045 14.26298 7.36231 -2.5 1.6 -1.4 0.02
C 12.59365 13.31909 7.78707 -0.2 0.7 -0.1 0.04
N 13.17720 12.42569 8.61131 -2.1 -1.4 -0.3 0.11
H 15.45792 11.26930 13.93418 -0.3 0.0 0.6 0.00
H 16.23579 11.72942 12.49521 0.4 0.7 -1.0 0.00
H 16.95145 10.44759 13.47300 0.2 0.4 0.2 0.00
H 14.37367 10.19793 11.97319 0.0 -0.4 -0.1 0.00
H 14.99259 8.99677 13.18031 0.3 0.6 -1.1 0.00
H 17.14227 7.74346 12.61100 -0.3 0.3 -1.0 0.00
H 18.42657 6.71453 10.77098 -0.6 0.8 -0.3 0.00
H 18.16777 7.48785 8.41268 -0.1 0.3 0.3 0.00
H 15.82465 10.25173 7.38998 0.5 -0.6 -0.3 0.00
H 16.54189 8.68356 6.84645 -0.1 0.0 -0.2 0.00
H 18.19365 11.12622 7.83847 -0.2 -0.4 -0.4 0.00
H 17.84415 10.82411 6.09848 0.3 -0.5 0.9 0.00
H 18.95188 9.75500 7.05012 -0.7 -0.2 0.0 0.00
H 16.46805 11.99281 9.32974 0.7 0.3 -0.5 0.00
H 15.61528 14.58205 7.76338 0.1 -0.6 0.3 0.00
H 13.26367 15.11953 6.68978 0.4 -1.0 0.8 0.00
H 11.55290 13.35063 7.54184 -0.3 -0.3 0.1 0.00
O 10.62080 10.96935 7.80121 -0.3 0.3 0.6 -0.03
C 10.73388 11.04263 8.98411 -0.5 -0.5 -0.1 -0.02
C 11.20315 7.96238 10.19426 -1.2 1.4 -0.7 0.02
C 11.21312 6.42502 10.15781 -1.4 0.1 0.3 0.01
N 11.84949 5.94738 8.97358 0.5 -0.1 -0.3 0.00
C 13.27557 6.25074 9.12472 -0.7 0.7 -1.2 0.01
C 13.46166 7.77801 9.33141 0.7 1.1 0.4 0.01
N 12.16766 8.53588 9.19768 -0.2 -1.7 -0.6 0.10
C 11.65852 8.14296 7.83958 0.5 0.1 0.0 0.01
C 11.34570 6.62324 7.78049 1.6 -0.2 -0.6 0.01
H 11.46533 8.37660 11.15491 0.2 -0.1 0.6 0.01
H 10.17992 8.40986 9.94505 1.2 -0.7 0.2 0.00
H 10.15442 6.06978 10.20435 0.8 0.1 0.2 0.00
H 11.80066 6.04258 10.98515 -0.3 -0.2 0.4 0.00
H 13.75344 5.86625 8.22196 0.3 0.2 0.2 0.00
H 13.65612 5.76996 9.99295 0.4 -0.7 0.5 0.00
H 14.21358 8.26660 8.67525 -0.6 -0.5 0.1 0.00
H 13.80822 8.01061 10.34522 0.1 -0.3 0.0 0.00
H 12.48097 8.37669 7.16760 -0.1 0.1 -0.2 0.00
H 10.81943 8.75816 7.58332 -0.4 0.2 -0.1 0.00
H 11.92986 6.20049 6.92013 -0.8 0.3 0.6 0.00
H 10.30252 6.41942 7.62744 -0.5 -0.1 0.1 0.00
C 11.80375 10.64919 13.40749 0.3 0.3 0.4 0.02
C 11.01667 11.35624 14.51793 -1.2 -1.3 -0.4 0.06
As 11.79966 11.04994 16.28720 0.2 2.8 -1.1 0.41
C 13.52025 11.97537 15.95280 0.5 1.3 -0.2 0.11
C 14.59933 11.63022 16.70058 0.4 -1.6 1.2 0.01
C 15.74812 12.40747 16.79578 0.7 -0.3 -0.1 0.00
C 15.90787 13.56945 16.08292 -1.1 0.3 -0.4 0.00
C 14.81879 13.94767 15.25865 0.5 1.0 -0.1 0.01
C 13.66992 13.19115 15.21433 -1.5 -0.6 -0.1 0.02
C 10.92233 12.38621 17.37084 0.2 -0.7 0.2 0.12
C 9.87785 13.20087 16.93952 -1.0 -0.1 -0.1 0.06
C 9.23486 14.01788 17.86568 0.4 0.1 -1.2 0.02
C 9.65367 14.08611 19.16067 1.2 -1.2 1.1 0.11
C 10.73738 13.31306 19.59859 -0.3 0.2 0.5 0.00
C 11.32853 12.44950 18.71732 1.2 -0.3 0.3 0.06
P 11.53044 11.26138 11.73969 -0.1 0.9 -1.1 0.13
C 9.81455 10.92827 11.33352 0.0 -0.1 0.7 0.21
C 8.90977 10.21770 12.06432 0.2 -0.7 0.2 0.03
C 7.70672 9.73826 11.52716 -0.3 0.6 -0.3 0.30
C 7.40316 10.08870 10.18028 -1.0 -0.8 -0.3 0.01
C 8.21441 10.82763 9.40289 0.7 -0.4 0.1 0.20
C 9.47921 11.31046 9.97066 1.2 1.5 -1.3 0.05
C 11.83714 13.08584 11.77847 -1.4 -0.1 0.8 0.03
C 10.78125 14.01136 12.10965 1.6 -1.2 -0.2 0.01
C 11.04199 15.36089 12.19746 0.3 -0.9 0.0 0.00
C 12.34318 15.79693 11.94563 -0.2 0.1 -0.2 0.00
C 13.38246 14.90577 11.71898 0.6 0.1 -0.4 0.00
C 13.13795 13.52094 11.62003 0.7 0.6 0.2 0.01
H 11.63260 9.57809 13.34352 0.0 -0.2 0.3 0.00
H 12.87475 10.81515 13.53508 0.2 -0.2 0.2 0.00
H 9.96940 11.02604 14.55140 0.3 -0.5 0.1 0.00
H 10.82395 12.38617 14.27177 0.8 0.9 0.3 0.01
H 14.54357 10.69816 17.27597 0.3 0.4 -0.1 0.00
H 16.56234 12.05453 17.40624 0.0 -0.1 0.2 0.00
H 16.79125 14.18468 16.23151 -0.2 -0.1 -0.3 0.00
H 14.80510 14.90931 14.67483 0.2 -1.1 0.7 0.00
H 12.84110 13.59872 14.63755 0.1 -0.2 0.0 0.00
H 9.54205 13.17617 15.90767 -0.1 0.0 0.2 0.00
H 8.45794 14.69484 17.61338 -0.7 0.2 -0.7 0.00
H 9.16271 14.66401 19.89978 -0.6 0.7 0.3 0.01
H 11.03672 13.39615 20.64999 0.1 -0.2 -0.6 0.00
H 12.20764 11.86741 19.02300 -0.5 0.1 0.0 0.00
H 9.15124 9.83958 13.03996 0.2 0.1 0.4 0.00
H 7.03444 9.15654 12.16720 0.2 0.2 -0.5 0.02
H 6.52327 9.69554 9.68190 -0.2 -0.1 0.4 0.00
H 8.06775 10.99893 8.34309 -0.3 0.1 0.2 0.01
H 9.44461 12.42386 9.95024 0.2 0.0 -0.3 0.04
H 9.83128 13.58700 12.35510 -0.7 0.0 -0.1 0.00
H 10.26240 16.02404 12.51749 -0.2 0.4 -0.2 0.00
H 12.46766 16.86689 11.87642 0.5 0.1 0.2 0.00
H 14.40872 15.30234 11.57441 -0.8 -0.4 0.0 0.00
H 13.98940 12.82752 11.46284 -0.7 0.4 0.0 0.00
```
Forces are in eV/Å.

Calculated values
multiplicity: 5
HOMO level (spin up / spin down): -11.7 / -11.7 eV
frontier orbital gap (spin up / spin down): 6.8 / 2.1 eV
energy: -131759.9222 eV
net charge: +2